The following is a DFT calculation (ωB97M-V/def2-TZVPD) of a gas-phase ion, C8H20N3S (charge +1) in a non-equilibrium geometry.

Output
Frontier orbital gap   9.967 eV
SMILES   CN[C@@]1(S)[C@H](C)N(C)CC[N@@H+]1C
Total energy   -878.93823 Eh
HOMO energy   -12.41 eV
Lowest unoccupied orbital energy   -2.447 eV
M   190.34 Da
Relative energy (zero: lowest compared OMol25 entry of this formula, charge and spin)   28.53 kcal per mole

ORCA input file:
```
! RIJCOSX wB97M-V def2-TZVPD def2/J DEFGRID3
* xyz 1 1
C 2.6174 -1.0847 -0.6152
N 2.1057 0.0798 0.0928
C 0.7686 0.4797 0.1170
S 0.7422 2.3805 0.3238
C -0.1208 -0.0741 -0.9337
C 0.3384 0.6445 -2.2223
N -1.5796 0.1951 -0.7285
C -2.5181 0.1175 -1.8163
C -2.0000 -0.3739 0.4600
C -1.2882 0.2147 1.6530
N 0.1931 -0.0705 1.6004
C 0.9975 0.5344 2.7443
H 3.5513 -1.4583 -0.0807
H 1.8441 -1.8763 -0.6982
H 3.1231 -0.7871 -1.5774
H 2.7003 0.8894 -0.0122
H -0.5100 2.5486 0.1565
H 0.0104 -1.1713 -1.0884
H -0.1736 1.6746 -2.1571
H -0.1305 0.0720 -2.9821
H 1.3541 0.7456 -2.5512
H -2.0578 0.8167 -2.5671
H -2.9296 -0.8869 -2.1807
H -3.3959 0.6573 -1.6172
H -2.0709 -1.5564 0.3149
H -3.1086 -0.0489 0.6797
H -1.4092 1.3073 1.6675
H -1.6926 -0.2263 2.6812
H 0.5640 -1.0414 1.5148
H 0.8352 1.4891 3.0797
H 0.6602 -0.1076 3.5730
H 2.1015 0.4655 2.4274
*
```

Atom charges from the natural (NBO) analysis, given in e for atoms 1 to 4: -0.44 -0.71 0.34 0.02